Entry 1:
DFT (wB97M-V/def2-TZVPD) results for a structure of composition C4H11O3 in a non-equilibrium geometry.

Its energy relative to the best compared isomer or geometry (same formula, charge and spin) is 356.17 kJ/mol. Its gap between HOMO and LUMO is 7.84 eV. The value obtained for the LUMO energy is 4.22 eV. As for the net charge: -1.

```
18
Properties=species:S:1:pos:R:3:forces:R:3
C -1.334503 -0.112589 -0.086967 -0.804 0.882 2.245
C -0.776370 1.081164 -0.836842 1.594 0.958 0.873
C 0.537232 1.583700 -0.119930 0.486 -2.023 1.182
O 0.850064 0.686972 0.927466 1.998 5.217 -1.867
C -0.528035 -1.413121 0.391535 -3.617 -2.083 -3.569
O 0.087394 -1.101517 1.540586 -2.713 -12.259 3.821
H -1.482659 0.305885 0.932260 0.239 0.131 -0.220
H -2.397794 -0.037628 -0.292980 -0.510 -1.706 -0.897
H -1.524992 1.880524 -0.753223 -0.039 -0.103 -0.202
H -0.563254 0.950151 -1.872972 -0.028 -0.459 -1.006
H 0.436858 2.591665 0.250070 -0.310 0.845 0.126
H 1.469051 1.524681 -0.669160 -0.123 0.592 -1.475
H 0.200202 -0.279623 1.265585 2.232 8.033 -0.338
H -1.298672 -2.305033 0.441194 1.112 1.480 0.371
H 0.085073 -1.729163 -0.502022 0.052 0.254 0.819
H 1.900559 -0.491648 0.129501 -0.246 0.100 0.347
H 1.920674 -1.976394 -0.357514 -0.055 0.176 0.231
O 2.419178 -1.158023 -0.386579 0.732 -0.035 -0.441
```
Forces are in eV/Å.

=====

Entry 2:
DFT (wB97M-V/def2-TZVPD) results for a structure of composition C4H11O3 in a non-equilibrium geometry.

Its energy relative to the best compared isomer or geometry (same formula, charge and spin) is 513.05 kJ/mol. Its gap between HOMO and LUMO is 6.87 eV. The value obtained for the LUMO energy is 3.17 eV. As for the net charge: -1.

```
18
Properties=species:S:1:pos:R:3:forces:R:3
C -0.021098 1.403351 1.743920 0.090 -1.590 -2.087
O -1.048354 1.234792 3.265446 3.143 1.035 -1.919
C -0.160640 -0.024120 1.180864 -1.678 1.405 0.451
C 0.287720 -0.159843 -0.260375 1.308 1.848 -1.141
C -0.452639 -1.377416 -0.833711 0.764 -2.085 -0.175
O 0.243993 -2.039328 -1.873190 -1.026 1.879 0.399
H -0.640026 2.141615 1.264574 0.063 0.073 -0.271
H 1.094222 1.779976 1.792224 -1.869 -0.585 0.420
H -0.000423 1.528340 2.933428 -1.360 -0.065 4.010
H -1.283586 -0.195137 1.288479 1.279 0.095 -0.549
H 0.240818 -0.793580 1.840614 0.490 0.258 -0.002
H 0.092380 0.769730 -0.910086 -0.611 -1.090 1.012
H 1.429405 -0.068149 -0.430109 -1.463 -1.271 0.692
H -1.555605 -0.952251 -0.980624 1.581 -1.004 -0.278
H -0.530498 -2.208491 0.000706 -0.240 1.619 -0.853
H 0.370902 0.141496 -3.956077 0.829 -0.749 0.991
H 0.811282 -1.032045 -2.682083 -0.615 0.624 -0.886
O 1.122147 -0.148941 -3.383999 -0.684 -0.397 0.186
```
Forces are in eV/Å.

=====

Entry 3:
DFT (wB97M-V/def2-TZVPD) results for a cluster of 3 separate species, C4H11O4 in total in a non-equilibrium geometry.

Its energy relative to the best compared isomer or geometry (same formula, charge and spin) is 128.51 kJ/mol. As for the expectation value of S²: 0.75. Its gap between HOMO and LUMO (alpha / beta) is 2.12 / 5.89 eV. The value obtained for the LUMO energy (alpha / beta) is 6.25 / 6.24 eV. Its spin multiplicity is 2. As for the net charge: -2.

```
19
Properties=species:S:1:pos:R:3:forces:R:3
O 1.503542 -2.793249 -2.793791 0.458 -3.884 -4.569
C 1.396144 -2.048333 -1.820596 0.877 1.838 1.035
C 0.029143 -1.693497 -1.403763 -0.145 2.853 -1.824
C -0.095142 -0.195351 -0.945196 -2.111 -1.121 1.110
C -0.967722 -0.058997 0.414661 1.117 0.795 -3.363
O -0.391955 0.863312 1.156021 -0.286 2.983 1.813
H 2.380678 -1.855212 -1.389428 -0.305 1.034 1.358
H -0.207905 -2.404264 -0.690199 -1.327 -1.076 2.217
H -0.672099 -1.929944 -2.278427 0.988 0.384 0.805
H 0.835798 0.232203 -0.628085 0.770 -0.203 0.051
H -0.489031 0.531938 -1.698760 0.099 -0.838 0.185
H -2.000787 0.159495 0.145319 -0.881 -0.114 -0.136
H -0.888674 -0.944113 0.949653 -0.412 -2.768 0.634
H -1.649159 3.483069 1.969493 -0.403 0.629 2.062
H -1.154261 2.376800 1.116250 0.253 0.147 -0.622
O -1.528860 3.341110 1.062346 0.474 -1.211 -1.496
H 0.911893 0.291880 2.001151 0.304 2.208 0.359
H 1.409150 1.794150 2.289177 -0.231 -1.938 -0.012
O 1.579240 0.848999 2.544171 0.762 0.280 0.392
```
Forces are in eV/Å.

=====

Entry 4:
DFT (wB97M-V/def2-TZVPD) results for a cluster of 2 separate species, C4H11OS in total in a non-equilibrium geometry.

Its energy relative to the best compared isomer or geometry (same formula, charge and spin) is 46.98 kJ/mol. Its gap between HOMO and LUMO is 6.54 eV. The value obtained for the LUMO energy is 3.99 eV. As for the net charge: -1.

```
17
Properties=species:S:1:pos:R:3:forces:R:3
C -0.034923 1.794166 -2.889692 -0.285 -0.022 -0.282
C 1.078834 1.448738 -1.903341 -0.568 0.175 0.773
S 0.390639 1.100492 -0.237831 -0.127 -0.025 0.121
H -0.961589 1.307143 -2.594146 0.021 -0.406 -0.081
H -0.305115 2.849242 -2.871309 0.266 0.245 0.108
H 0.192851 1.540223 -3.933014 0.079 -0.037 0.021
H 1.687359 2.336945 -1.738534 0.478 -0.196 -0.410
H 1.668889 0.585508 -2.217010 0.089 0.236 -0.224
H 0.091374 -0.291461 1.560958 0.015 0.134 0.116
C -0.334199 -2.080159 2.162598 -0.581 0.078 0.954
O -0.199339 -0.705241 2.402286 0.225 0.141 -0.342
C -1.373232 -2.419542 1.116384 0.600 -0.979 -0.173
H 0.626980 -2.561212 1.971332 0.167 -0.021 -0.358
H -0.678979 -2.495783 3.118138 0.062 -0.053 0.023
H -1.008172 -2.162154 0.123138 -0.281 0.268 -0.048
H -1.515150 -3.509706 1.147177 -0.015 0.045 -0.142
H -2.333448 -1.979057 1.340701 -0.146 0.417 -0.056
```
Forces are in eV/Å.

=====

Entry 5:
DFT (wB97M-V/def2-TZVPD) results for a cluster of 2 separate species, C4H11P in total.

Its energy relative to the best compared isomer or geometry (same formula, charge and spin) is 74.23 kJ/mol. Its gap between HOMO and LUMO is 10.09 eV. The value obtained for the LUMO energy is 1.10 eV. As for the SMILES: C=C.CPC.

```
16
Properties=species:S:1:pos:R:3:forces:R:3
C 2.972991 -0.964985 0.234341 -0.088 0.110 -0.163
C -3.789391 -0.610012 0.012112 -0.097 -0.205 0.101
C 1.420848 1.367644 0.223555 0.038 -0.154 -0.191
C -3.054052 0.257699 -0.650764 0.215 0.226 -0.126
P 1.679660 -0.146035 -0.812483 0.278 0.163 0.218
H 3.206576 -1.944654 -0.181795 0.053 0.002 0.054
H 2.638777 -1.074755 1.266659 0.079 -0.008 -0.029
H 3.877654 -0.353180 0.211670 -0.020 -0.091 0.006
H -4.749300 -0.347636 0.424516 -0.183 0.100 0.055
H -3.467405 -1.626942 0.170374 0.098 -0.148 0.010
H 2.236271 2.063404 0.025636 -0.025 0.051 0.042
H 0.484326 1.844117 -0.068584 0.038 0.038 0.074
H 1.402758 1.125204 1.286361 -0.058 0.084 -0.014
H -3.377511 1.274351 -0.810418 -0.099 0.141 -0.001
H -2.088107 0.001322 -1.060507 0.088 -0.112 -0.042
H 0.605905 -0.865538 -0.270670 -0.317 -0.196 0.005
```
Forces are in eV/Å.

=====

Entry 6:
DFT (wB97M-V/def2-TZVPD) results for an isolated molecule of C4H11P.

Its energy relative to the best compared isomer or geometry (same formula, charge and spin) is 4.98 kJ/mol. Its gap between HOMO and LUMO is 10.30 eV. The value obtained for the LUMO energy is 1.09 eV. As for the SMILES: CC(C)CP.

```
16
Properties=species:S:1:pos:R:3:forces:R:3
C 0.138233 -0.209625 1.525350 -0.018 -0.020 -0.077
C -0.464457 0.483628 0.305750 0.051 -0.017 -0.050
C 0.497933 1.535527 -0.280621 -0.021 0.011 -0.019
C -0.936434 -0.556460 -0.724132 -0.074 -0.045 0.126
P 0.385591 -1.327572 -1.797617 0.011 0.080 -0.040
H 0.930815 -0.895360 1.216201 0.043 0.046 0.056
H -0.617830 -0.795192 2.051040 0.010 0.010 0.037
H 0.567689 0.511638 2.221414 -0.028 0.004 0.028
H -1.363161 1.011426 0.634560 -0.036 -0.027 0.030
H 0.553415 1.496930 -1.370086 -0.055 -0.007 -0.009
H 0.182845 2.544382 -0.014785 0.023 0.013 0.039
H 1.510943 1.406573 0.102196 0.033 -0.057 -0.045
H -1.679865 -0.107902 -1.384978 0.080 0.038 -0.086
H -1.442831 -1.365511 -0.197118 -0.092 0.026 0.017
H 0.247148 -2.654881 -1.334436 0.028 -0.043 -0.006
H 1.489966 -1.077602 -0.952736 0.043 -0.013 -0.001
```
Forces are in eV/Å.

=====

Entry 7:
DFT (wB97M-V/def2-TZVPD) results for an isolated molecule of C4H11P in a non-equilibrium geometry.

Its energy relative to the best compared isomer or geometry (same formula, charge and spin) is 159.60 kJ/mol. Its gap between HOMO and LUMO is 10.02 eV. The value obtained for the LUMO energy is 0.93 eV. As for the SMILES: CC(C)(C)P.

```
16
Properties=species:S:1:pos:R:3:forces:R:3
C 0.704788 -1.362669 -0.357348 -0.835 5.204 -0.481
C 0.227564 1.337400 -0.898387 -0.240 -0.735 3.146
C 0.404199 0.352876 1.425284 -2.218 -3.541 0.807
C 0.000729 0.065650 -0.058899 -1.565 -0.898 2.520
P -2.034324 -0.061653 -0.084573 2.177 2.051 1.807
H 0.096858 -2.108669 -0.077819 -2.162 -2.677 1.199
H 0.829704 -1.382738 -1.376575 0.648 -0.510 -2.536
H 1.604056 -1.374043 0.156964 1.845 -0.191 0.808
H 0.024925 1.074008 -1.865064 -0.864 0.184 -2.722
H 1.236648 1.575697 -0.806948 2.064 0.562 -0.127
H -0.302622 2.200576 -0.421098 -0.042 -0.828 -0.892
H 0.062173 1.203746 1.873674 -1.868 2.702 0.558
H -0.000923 -0.464177 2.215315 1.057 1.372 -2.015
H 1.413141 0.505393 1.634143 2.310 -0.552 -0.339
H -2.146252 -1.383304 0.051016 -0.163 -2.120 0.448
H -2.120670 -0.178091 -1.409687 -0.144 -0.021 -2.179
```
Forces are in eV/Å.

=====

Entry 8:
DFT (wB97M-V/def2-TZVPD) results for an isolated molecule of C4H11P3 in a non-equilibrium geometry.

Its energy relative to the best compared isomer or geometry (same formula, charge and spin) is 98.40 kJ/mol. Its gap between HOMO and LUMO is 8.40 eV. The value obtained for the LUMO energy is 0.15 eV. As for the SMILES: CC(=P#[PH2])[C@@H](C)P.

```
18
Properties=species:S:1:pos:R:3:forces:R:3
C 0.308338 -0.457773 0.121697 3.246 -2.287 0.430
C 1.820221 -0.300898 0.671066 -2.218 0.855 -2.849
C -0.638915 1.597995 1.132169 -0.737 2.370 -0.780
C -0.512521 0.689954 -0.105840 -1.637 1.522 -1.203
P 0.181983 -2.060600 -0.318502 0.269 -0.204 0.612
P 0.058741 1.532621 -1.778409 -2.915 -0.542 0.002
P -1.861974 -2.269063 -0.926120 -0.712 0.199 -1.088
H 1.768179 0.142286 1.601351 0.090 1.846 1.797
H 2.257160 -1.230910 0.929606 0.429 -1.152 -0.601
H 2.349749 0.272311 -0.134718 0.024 -0.424 1.195
H 0.292211 2.191601 1.380483 -0.886 -1.006 -0.175
H -1.453543 2.412827 0.956866 1.317 -1.427 0.228
H -0.981610 0.987615 1.964786 0.207 0.098 0.192
H -1.580236 0.435538 -0.480566 1.657 0.028 0.848
H 0.623362 0.408225 -2.381101 -0.322 -0.575 -0.160
H 1.290801 1.954499 -1.630411 2.616 1.167 1.078
H -1.581551 -3.588840 -1.288859 -0.145 -0.364 -0.395
H -2.340396 -2.717390 0.286499 -0.282 -0.103 0.869
```
Forces are in eV/Å.

=====

Entry 9:
DFT (wB97M-V/def2-TZVPD) results for a cluster of 2 separate species, C4H11S2 in total in a non-equilibrium geometry.

Its energy relative to the best compared isomer or geometry (same formula, charge and spin) is 51.28 kJ/mol. Its gap between HOMO and LUMO is 5.50 eV. The value obtained for the LUMO energy is 3.14 eV. As for the net charge: -1.

```
17
Properties=species:S:1:pos:R:3:forces:R:3
C 0.306279 -0.039216 -1.302967 -0.924 0.610 -0.640
S 0.176846 0.755147 -2.955677 0.049 0.048 0.361
C 0.927243 2.368346 -2.576669 -0.344 -0.478 0.709
H 0.144214 -1.092145 -1.501001 0.554 -0.255 0.258
H -0.471176 0.278299 -0.608957 -0.047 0.164 -0.133
H 1.232869 0.271053 -0.854750 0.498 -0.584 0.142
H 0.287055 3.142671 -2.975538 0.201 0.296 -0.259
H 0.978911 2.499349 -1.495536 -0.296 -0.057 0.037
H 1.951639 2.403274 -2.902252 0.301 0.226 -0.558
C -1.339338 -1.996585 3.340426 1.424 -0.273 -0.747
C -0.270206 -1.729140 2.269998 0.393 0.763 -0.108
S 0.115181 0.058626 2.147646 -0.071 0.188 0.084
H -2.207821 -1.434433 3.046533 -0.553 0.128 0.270
H -0.903325 -1.644525 4.271601 -0.368 0.189 0.220
H -1.519656 -3.066492 3.423362 -0.399 -0.260 0.064
H -0.553086 -2.063065 1.266552 -0.252 -0.280 0.164
H 0.686765 -2.195348 2.510594 -0.168 -0.425 0.135
```
Forces are in eV/Å.

=====

Entry 10:
DFT (wB97M-V/def2-TZVPD) results for a cluster of 2 separate species, C4H11S2 in total.

Its energy relative to the best compared isomer or geometry (same formula, charge and spin) is 27.99 kJ/mol. Its gap between HOMO and LUMO is 5.88 eV. The value obtained for the LUMO energy is 3.36 eV. As for the net charge: -1.

```
17
Properties=species:S:1:pos:R:3:forces:R:3
C -0.488786 2.097760 1.169790 0.274 0.168 0.127
S 1.312406 2.130250 1.258866 0.166 0.236 0.306
C 1.642570 0.620023 0.349111 -0.381 -0.470 -0.098
H -0.810076 1.132071 1.540946 -0.304 -0.029 -0.092
H -0.803696 2.220731 0.139188 -0.195 -0.085 -0.006
H -0.871380 2.903381 1.795224 0.016 0.051 0.003
H 1.682317 0.820413 -0.718965 0.335 -0.068 -0.042
H 2.529260 0.127734 0.741760 0.248 0.209 -0.173
H 0.799492 -0.071929 0.462289 0.029 0.228 0.116
C -0.927800 -3.262671 -1.623087 -0.155 0.033 0.218
C -0.282961 -2.037534 -0.981681 0.136 0.361 -0.053
S -1.430807 -0.660751 -0.640362 -0.258 -0.283 -0.109
H -1.694637 -2.937712 -2.327983 0.090 -0.013 -0.094
H -1.433506 -3.865111 -0.864844 -0.035 -0.037 -0.018
H -0.196886 -3.891795 -2.142902 0.022 -0.073 0.018
H 0.515071 -1.681860 -1.644004 -0.008 0.028 -0.045
H 0.213105 -2.301556 -0.041507 0.018 -0.255 -0.057
```
Forces are in eV/Å.